Computed, not measured: a gas-phase ion, C5H10NO (charge +1) at a distorted geometry, with wB97M-V/def2-TZVPD.

Its SMILES is C[C@@H]1C[N+](C)=CO1. The calculation puts the relative energy (zero: lowest compared OMol25 entry of this formula, charge and spin) at 147.77 kJ/mol. The charge is +1. The spin multiplicity is 1. For the gap between HOMO and LUMO, the calculation gives 11.371 eV.

Element x y z (Å)
C1 0.385 0.254 -1.469
C2 -0.047 0.284 0.743
C3 0.598 -1.050 0.379
C4 -0.101 -2.374 0.624
C5 -0.545 2.390 -0.486
N1 -0.155 0.968 -0.511
O1 0.736 -0.951 -1.167
H1 0.520 0.559 -2.497
H2 -1.042 0.162 1.174
H3 0.618 0.825 1.419
H4 1.519 -1.217 0.790
H5 -1.232 -2.420 0.481
H6 0.036 -2.602 1.664
H7 0.435 -3.079 0.013
H8 -1.237 2.948 -1.071
H9 0.413 2.867 -0.598
H10 -0.900 2.436 0.512

Charges per atom according to Mulliken partitioning, unit e: number 1, C, carries 0.033; number 2, C, carries -0.698; number 3, C, carries 0.314; number 4, C, carries -1.368; number 5, C, carries -0.797; number 6, N, carries 0.085; number 7, O, carries -0.319; number 8, H, carries 0.436; number 9, H, carries 0.422; number 10, H, carries 0.391; number 11, H, carries 0.337; number 12, H, carries 0.339; number 13, H, carries 0.411; number 14, H, carries 0.369; number 15, H, carries 0.345; number 16, H, carries 0.369; number 17, H, carries 0.329